Entry 1:
15
Properties=species:S:1:pos:R:3:forces:R:3:nbo_charge:R:1 method="wB97M-V/def2-TZVPD" homo_ev="-9.0 / -8.0" e_lumo_ev="0.0 / -0.5" total_charge=0
C -0.2536 1.2712 1.0624 0.690 -1.344 -1.111 -0.277
C -0.4485 -0.7565 -0.5959 0.063 1.891 1.581 0.019
C 0.4186 0.2337 0.1357 1.424 0.304 0.974 -0.077
C -1.2389 -1.8559 -0.0098 2.104 -1.827 -0.616 -0.707
C 1.4206 0.9528 -0.7342 -2.370 3.730 -1.104 -0.631
Cl -0.9382 -0.1450 -2.0953 -0.651 -0.246 -0.978 0.035
Cl 1.6482 -0.8592 1.1455 -0.775 0.216 0.224 -0.164
H -0.1041 2.3702 0.8735 -0.310 -1.492 0.303 0.207
H -0.8119 0.8283 1.8820 -0.085 0.582 -0.047 0.192
H -1.0496 -2.5574 -0.8552 -1.102 -0.316 0.497 0.244
H -2.3001 -1.7006 0.1606 0.001 0.058 0.081 0.235
H -0.6659 -2.3895 0.8128 -0.981 1.130 -0.537 0.254
H 1.9830 1.6513 -0.0918 -0.079 -0.415 -0.324 0.226
H 0.7373 1.6442 -1.4322 1.668 -1.158 1.353 0.211
H 2.0793 0.4524 -1.3942 0.402 -1.112 -0.296 0.234



Entry 2:
16
Properties=species:S:1:pos:R:3:forces:R:3:nbo_charge:R:1 method="wB97M-V/def2-TZVPD" homo_ev=-9.3 e_lumo_ev=0.7 total_charge=0
C 1.2410 -0.6614 -1.6979 0.078 0.079 -0.025 -0.373
C 1.5991 0.1590 -0.7189 0.147 -0.046 -0.320 -0.227
C 0.9110 0.3173 0.5435 -2.369 -1.093 1.229 -0.351
C 1.4435 1.0152 1.5462 -0.145 -0.049 -0.050 -0.358
Si -0.9158 -0.5961 0.9317 1.962 1.397 -1.591 1.072
C -2.1293 -0.0180 -0.4553 0.117 -0.130 0.275 -0.631
Cl -2.4901 1.7074 -0.2472 0.100 0.203 0.023 -0.021
Cl -3.6391 -0.9603 -0.3462 -0.057 -0.165 0.040 -0.031
H 1.8138 -0.7407 -2.6058 0.104 -0.006 -0.141 0.206
H 0.3730 -1.2929 -1.6196 -0.239 -0.176 0.034 0.182
H 2.4922 0.7638 -0.8286 0.121 0.059 -0.089 0.203
H 0.9469 1.1170 2.4958 -0.115 0.047 0.205 0.198
H 2.4010 1.5087 1.4604 0.194 0.088 -0.114 0.192
H -1.4578 -0.1332 2.2017 -0.024 0.053 0.276 -0.145
H -0.8173 -2.0511 0.8168 0.032 -0.227 0.080 -0.158
H -1.7723 -0.1347 -1.4766 0.094 -0.033 0.168 0.240



Entry 3:
17
Properties=species:S:1:pos:R:3:forces:R:3:nbo_charge:R:1 method="wB97M-V/def2-TZVPD" homo_ev=-8.1 e_lumo_ev=0.4 total_charge=0
C -0.3059 1.1892 0.0889 0.539 0.515 0.054 0.511
C -0.7979 -0.9719 -0.8636 -1.112 -0.466 0.533 -0.588
C -2.3548 -0.0283 0.9875 2.632 1.313 2.221 -0.585
C -1.3777 0.3107 -0.1887 -0.522 -1.725 1.139 -0.362
C 2.9293 -0.4819 -0.0253 -0.554 -0.327 -0.751 -0.296
N 0.6168 1.8560 0.1624 -0.180 0.334 0.552 -0.398
Cl 3.6976 -0.9447 -1.5736 -0.166 -0.027 -0.332 -0.086
Cl 3.3473 1.5926 -0.0176 0.360 0.605 0.231 -0.142
Cl 3.9941 -1.0858 1.1823 0.523 -0.325 1.024 -0.024
H -0.4871 -0.8080 -1.9164 -0.123 0.083 0.763 0.234
H 0.0983 -1.2617 -0.2474 -1.076 -0.484 -0.767 0.253
H -1.7384 -1.6633 -0.8722 2.229 0.585 0.070 0.217
H -1.6759 -0.4009 1.8454 -1.408 -0.162 -1.309 0.222
H -3.0218 -0.7391 0.5686 -0.701 -0.747 0.246 0.221
H -2.8911 0.8373 1.4921 0.563 -0.809 -1.228 0.231
H -1.9746 0.7764 -0.8766 -1.436 1.470 -2.074 0.248
H 1.9418 1.8234 0.2544 0.433 0.166 -0.373 0.343



Entry 4:
17
Properties=species:S:1:pos:R:3:forces:R:3:nbo_charge:R:1 method="wB97M-V/def2-TZVPD" homo_ev=-13.6 e_lumo_ev=-6.8 total_charge=+1
C -0.1631 0.9244 -0.4029 0.015 0.225 -0.001 -0.388
C 1.2589 0.7464 0.1288 -0.094 -0.604 -0.061 -0.424
C -1.1699 0.2080 0.5098 0.565 0.150 0.071 -0.603
C 1.8390 -0.6336 -0.2006 0.708 0.528 -0.383 -0.073
C -2.5505 0.1560 0.0700 -0.222 -0.381 -0.111 0.188
O 1.0845 -1.6091 0.5000 -0.737 -0.788 0.197 -0.551
Cl -2.9394 0.2610 -1.5485 0.000 -0.035 0.628 0.299
Cl -3.7937 -0.0558 1.1633 0.456 0.103 -0.456 0.305
Cl 1.0460 -3.1621 -0.2198 0.215 0.799 0.202 0.257
H -0.4195 1.9828 -0.4384 -0.005 0.068 -0.077 0.233
H -0.2184 0.5283 -1.4169 -0.040 0.019 -0.032 0.223
H 1.9136 1.4912 -0.3219 0.021 0.006 0.026 0.251
H 1.2768 0.8915 1.2091 0.098 0.131 0.072 0.221
H -0.7288 -0.8223 0.5911 -0.632 -0.023 -0.001 0.379
H -1.1163 0.5896 1.5352 -0.193 -0.090 -0.028 0.287
H 1.7952 -0.8110 -1.2787 -0.032 -0.041 0.046 0.192
H 2.8859 -0.6852 0.1205 -0.122 -0.066 -0.093 0.206



Entry 5:
15
Properties=species:S:1:pos:R:3:forces:R:3:nbo_charge:R:1 method="wB97M-V/def2-TZVPD" homo_ev=-8.0 e_lumo_ev=-0.1 total_charge=0
C 0.2232 0.4489 0.4735 -1.035 -1.421 0.098 -0.177
C 0.0271 -0.0015 1.7143 1.629 1.636 -0.346 -0.024
C 1.4361 1.0760 -0.0342 0.362 0.702 0.996 -0.699
C -1.1145 -0.6437 2.3481 -3.606 1.504 -3.054 -0.662
C -1.0268 -0.7353 -2.9643 1.797 -2.178 -1.166 -0.905
Cl 1.3914 0.3948 2.7930 -0.358 -0.226 0.342 -0.053
I -1.3254 0.0795 -1.0935 0.330 0.539 0.260 0.709
H 1.6481 2.0694 0.3121 -0.657 0.975 -0.045 0.237
H 2.3322 0.6462 0.2796 1.341 -1.568 1.332 0.240
H 1.6262 0.9902 -1.0414 -0.547 0.269 -2.733 0.227
H -1.0420 -0.9265 3.3201 1.003 -1.280 2.613 0.242
H -1.3959 -1.4617 1.6463 -0.252 0.273 0.893 0.240
H -2.0508 0.0919 2.4462 1.862 -1.317 -0.690 0.228
H -0.0260 -0.4301 -3.5289 -2.099 -0.288 1.423 0.206
H -1.0393 -1.9187 -2.8825 0.230 2.378 0.078 0.190



Entry 6:
18
Properties=species:S:1:pos:R:3:forces:R:3:nbo_charge:R:1 method="wB97M-V/def2-TZVPD" homo_ev=-12.3 e_lumo_ev=-5.7 total_charge=+1
C -2.1787 -0.8831 0.4997 0.221 0.429 -0.554 0.068
C -3.8101 0.1324 -0.4014 0.354 0.286 -0.375 0.278
C -1.6251 -0.0231 -0.4758 0.337 -0.617 0.249 -0.054
C 2.0131 -0.0653 -0.5549 0.708 0.295 -0.100 0.447
C -0.3134 0.2607 -0.8551 -0.362 1.876 0.761 0.225
N -3.5000 -0.7721 0.5070 -0.270 -0.433 0.530 -0.413
N -2.7237 0.6002 -1.0322 -0.166 -0.008 -0.026 -0.463
N 3.0530 -0.5833 0.0433 -0.401 0.065 -0.042 -0.671
N 0.7677 -0.3832 -0.2910 -0.515 -1.112 0.436 -0.538
Cl 0.2255 2.4627 0.4141 -0.174 -1.091 -0.785 -0.609
H -1.6894 -1.5747 1.1548 0.249 -0.166 0.190 0.218
H -4.8127 0.4491 -0.6141 -0.143 0.161 -0.135 0.236
H 2.1777 0.6818 -1.3250 0.018 -0.013 0.090 0.254
H -0.1229 0.8441 -1.7424 0.119 -0.041 -0.037 0.258
H -2.6911 1.3234 -1.7318 -0.099 0.124 -0.008 0.448
H 3.9834 -0.2735 -0.1965 -0.034 0.048 -0.041 0.450
H 2.9738 -1.2514 0.8002 0.000 0.051 -0.051 0.432
H 0.5575 -1.0056 0.4866 0.158 0.147 -0.101 0.433



Entry 7:
19
Properties=species:S:1:pos:R:3:forces:R:3:nbo_charge:R:1 method="wB97M-V/def2-TZVPD" homo_ev=-17.8 e_lumo_ev=-9.7 total_charge=+2
C -0.5560 2.0832 1.6164 -0.072 2.841 0.081 0.003
N -0.1756 1.0621 1.0158 -0.555 -1.253 -0.586 -0.292
N 0.6286 1.2103 -0.0664 1.862 0.079 0.305 -0.348
C 1.2621 0.1753 -0.5827 2.044 2.348 -3.233 0.539
N 2.1722 0.4974 -1.5341 -2.474 -1.971 2.729 -0.666
C 1.0963 -1.3132 -0.5645 -1.113 1.022 3.465 -0.120
Cl 2.4394 -2.1284 0.2642 -0.512 0.350 0.321 0.122
N -0.2099 -1.6407 0.0645 0.510 -1.540 1.818 -0.417
C -1.3832 -1.2469 -0.1721 3.118 -0.081 -1.834 0.208
C -2.6402 -1.3403 0.1528 -2.720 1.325 0.371 0.412
N -3.7370 -0.9225 0.1261 1.652 -0.690 -0.439 -0.340
H -1.3373 1.8813 2.2995 -0.400 0.151 1.164 0.222
H -0.2485 3.1806 1.4536 -0.281 -1.741 -0.036 0.212
H 1.1454 2.1054 -0.2522 -1.058 -0.522 0.351 0.415
H 2.6363 -0.3252 -1.7854 1.686 -0.458 -1.506 0.423
H 2.3756 1.4071 -1.8207 0.793 1.439 -0.646 0.439
H 1.2020 -1.6834 -1.5044 -0.570 -0.856 -2.961 0.270
H 0.0083 -2.1765 0.9139 -0.397 -0.296 -0.066 0.436
H -4.6786 -0.8257 0.3758 -1.515 -0.147 0.703 0.482



Entry 8:
17
Properties=species:S:1:pos:R:3:forces:R:3:nbo_charge:R:1 method="wB97M-V/def2-TZVPD" homo_ev=-9.7 e_lumo_ev=0.5 total_charge=0
C -2.2165 0.0526 -2.0538 -2.322 0.083 -0.432 -0.335
C -1.6407 0.0831 -0.8788 2.017 -0.856 0.511 -0.264
C -0.1380 -0.4010 -0.8986 0.742 -0.936 -0.024 -0.026
Cl 1.0120 0.8933 -1.5932 -0.869 -0.520 0.237 -0.099
N 0.4880 -0.7849 0.4491 -3.995 -2.144 -1.664 -0.682
C 0.4873 0.2609 1.4614 1.260 1.779 -1.504 -0.377
C 1.9874 0.3864 1.8826 -3.641 2.051 1.189 0.780
O 2.2100 0.8522 2.9566 0.971 0.158 1.258 -0.594
O 2.8322 0.1645 0.9612 1.433 -1.530 -2.457 -0.650
H -3.3088 0.2155 -2.1983 0.980 0.119 0.224 0.210
H -1.6855 -0.2248 -2.9416 0.339 -0.038 -0.327 0.200
H -2.1728 0.2891 0.0709 0.637 -0.047 -0.664 0.228
H 0.0203 -1.3065 -1.6871 -0.544 2.124 2.221 0.238
H -0.1468 -1.6359 0.7584 1.876 2.119 -0.575 0.393
H 0.0435 1.2877 1.1513 1.332 -1.453 -0.349 0.231
H -0.0893 0.1789 2.3227 -0.941 -1.373 1.625 0.230
H 2.3177 -0.3111 0.2372 0.724 0.463 0.729 0.516



Entry 9:
17
Properties=species:S:1:pos:R:3:forces:R:3:nbo_charge:R:1 method="wB97M-V/def2-TZVPD" homo_ev="-6.7 / -10.4" spin_multiplicity=3 e_lumo_ev="0.8 / -1.1" total_charge=0
C 0.7796 -0.1229 -0.9813 -1.034 -5.239 0.955 0.417
C 0.1887 -0.6552 1.3542 2.318 1.952 1.159 -0.139
C -0.4717 0.6254 1.6253 -4.001 -3.358 -3.235 0.276
C 1.4283 -0.8620 -2.0874 -1.707 0.616 -1.206 -0.662
C -1.8547 0.8815 1.0238 3.269 2.038 1.934 -0.424
N 0.6521 1.0612 -0.9614 -0.467 4.820 0.302 -0.263
O 0.3567 -1.0329 -0.0069 0.238 0.129 -0.482 -0.506
O 0.0740 1.4435 2.4232 3.694 0.407 2.005 -0.617
Cl -2.9630 1.6667 2.2588 -0.240 -0.577 -0.090 -0.122
H 1.1831 -0.5505 1.9170 -0.954 -0.489 -1.004 0.192
H -0.3490 -1.4283 1.8100 -0.771 -1.596 0.408 0.201
H 2.3857 -0.5541 -1.8643 2.769 -0.127 -0.459 0.237
H 1.0878 -0.4744 -3.0530 0.337 0.093 0.180 0.233
H 1.2620 -1.9151 -2.0844 0.019 -0.644 0.438 0.241
H -2.1592 0.0268 0.5195 -1.250 -1.407 -0.620 0.225
H -1.6873 1.7105 0.3686 -0.380 0.387 -0.957 0.223
H -0.4624 2.1757 2.4903 -1.841 2.995 0.671 0.489



Entry 10:
18
Properties=species:S:1:pos:R:3:forces:R:3:nbo_charge:R:1 method="wB97M-V/def2-TZVPD" homo_ev=-11.3 e_lumo_ev=-0.9 total_charge=0
C 1.6142 1.1145 0.9246 -4.040 1.968 -1.034 -0.600
C 0.0903 1.0603 1.2737 -0.374 -0.309 2.035 -0.428
C -0.8132 0.4768 0.1885 -2.513 0.625 1.102 -0.244
Cl -2.6530 0.8948 0.9317 2.127 -0.706 -1.159 -0.072
C -0.7239 1.1857 -1.0613 -0.334 -1.017 1.665 0.209
N -0.5596 1.7142 -2.0484 0.292 1.039 -1.946 -0.246
S -0.8326 -1.3895 -0.0288 -2.173 -0.203 -3.323 2.129
C 0.2068 -1.7500 -1.5822 -1.902 -4.078 3.152 -0.802
O -0.2900 -1.8042 1.1841 1.973 -1.153 2.562 -0.928
O -2.1469 -1.9250 -0.3740 1.529 1.357 -0.018 -0.900
H 1.8471 0.1565 0.7278 1.890 -3.140 -0.475 0.205
H 1.6933 1.7538 0.0506 0.241 -0.146 -0.356 0.210
H 2.0811 1.6206 1.6890 1.417 0.514 1.848 0.227
H -0.2513 2.1173 1.3438 0.028 -0.762 0.330 0.235
H -0.1852 0.4735 2.3071 0.899 1.521 -2.649 0.263
H 0.0027 -1.0174 -2.2374 -0.656 2.505 -2.463 0.233
H 1.2457 -1.9380 -1.4199 0.586 0.194 0.454 0.241
H -0.3256 -2.7438 -1.8690 1.010 1.790 0.276 0.266



Per-record ΔE to the lowest compared entry with this formula, charge and spin, kcal per mole: 93.67; 86.71; 0.00; 14.87; 94.81; 5.34; 0.00; 40.71; 0.00; 17.15
Per-record DFT total energy, a.u.: -1115.555807; -1405.134848; -1630.496286; -1650.748382; -953.002919; -874.268973; -928.475475; -860.686986; -860.577761; -1258.833070